13
Properties=species:S:1:pos:R:3:forces:R:3 method="wB97M-V/def2-TZVPD" mol_weight_da=190.20 smiles="O=C1OS(=O)(=O)c2cscc21" spin_multiplicity=1 homo_lumo_gap_ev=10.1 largest_force_ev_per_a=1.46
O 1.0300 -0.7002 2.6082 -0.37 -0.14 -0.22
C 0.3796 -0.6124 1.6116 1.24 0.65 0.40
O -0.7689 -1.3101 1.4173 -0.95 -0.48 -0.34
S -1.5373 -1.0606 -0.0270 0.00 0.33 -0.59
O -1.5012 -2.2692 -0.7707 0.27 -0.12 0.15
O -2.7849 -0.4338 0.2293 0.10 0.13 0.29
C -0.3181 0.0992 -0.5906 0.07 -0.32 0.67
C -0.0677 0.8650 -1.6750 0.16 0.19 -0.14
S 1.3911 1.7635 -1.4508 -0.44 -0.50 0.35
C 1.6510 1.0967 0.1067 -0.31 -0.13 -0.15
C 0.6528 0.2223 0.4302 0.19 0.33 -0.36
H -0.6316 0.9636 -2.5799 -0.14 0.02 -0.21
H 2.5051 1.3761 0.6906 0.17 0.04 0.15



55
Properties=species:S:1:pos:R:3:forces:R:3 method="wB97M-V/def2-TZVPD" mol_weight_da=390.35 spin_multiplicity=2 homo_lumo_gap_ev="9.3 / 3.4" largest_force_ev_per_a=6.08 charge=+1
C -2.8372 1.5464 -0.5323 2.20 -2.78 1.03
O -2.3273 0.4752 -0.1657 0.37 -1.16 -0.07
N -3.8850 1.9919 0.0084 -4.81 2.04 1.98
N -2.3123 2.3366 -1.3923 2.50 2.16 -3.94
H -4.1517 2.8941 -0.3593 -0.70 -0.09 0.97
H -4.2062 1.6386 0.8984 -0.16 0.17 -0.29
H -1.4949 2.0315 -1.9011 0.03 -0.07 0.00
H -2.8500 3.0633 -1.8427 0.20 -0.05 0.15
C -1.3041 0.5235 -4.2126 1.91 1.08 -4.20
O -0.6312 1.0390 -5.1453 -0.48 -0.84 2.41
N -0.8707 0.0261 -3.0759 2.12 -0.12 1.83
N -2.5739 0.2922 -4.3976 -4.23 -0.18 -1.17
H 0.0670 -0.3287 -3.1988 -0.17 -0.03 0.87
H -1.5308 -0.1858 -2.3415 0.58 -0.48 0.03
H -2.8378 0.3289 -5.3718 -0.30 0.32 0.19
H -3.0811 -0.3792 -3.8389 0.21 0.10 -0.15
C -2.2497 0.9985 3.4568 0.19 2.48 0.65
O -1.6122 1.9721 3.1163 1.96 1.21 -2.34
N -2.8360 0.1291 2.6912 -0.90 -1.96 -2.95
N -2.5584 0.9195 4.7026 -1.56 -1.69 5.63
H -3.5195 -0.5476 2.9996 0.36 0.24 -0.10
H -2.6179 0.2619 1.7140 -0.26 -0.61 -0.35
H -2.2488 1.5365 5.4398 0.27 0.14 -0.75
H -3.0345 0.1014 5.0550 0.07 0.14 -0.01
C 1.4772 -4.2165 -0.3464 1.03 3.72 -1.21
O 1.6684 -5.3021 0.2320 0.55 -1.91 0.65
N 0.5270 -3.4113 0.0267 -3.18 -1.04 2.32
N 2.2489 -3.5600 -1.2066 1.21 -1.81 -0.99
H -0.0089 -3.7151 0.8270 -0.33 0.06 -0.15
H 0.5046 -2.4149 -0.1370 0.44 0.75 0.01
H 1.6884 -2.9057 -1.7337 0.75 0.74 -0.65
H 3.0836 -3.9545 -1.6160 -0.13 -0.06 -0.10
C 4.6734 0.4326 1.1101 2.23 1.46 -1.84
O 5.4778 0.8978 0.3223 0.12 -0.12 -0.73
N 4.8812 0.3178 2.3791 1.58 -0.24 4.21
N 3.4671 0.0343 0.8519 -4.57 -1.34 -2.56
H 4.0904 -0.0016 2.9201 1.04 0.03 0.66
H 5.8479 0.3309 2.6714 -0.44 0.05 0.54
H 2.9134 -0.4379 1.5523 0.00 0.10 -0.53
H 3.1231 0.0765 -0.0968 -0.06 0.00 0.27
O 1.9738 -1.0040 -2.4877 -0.13 -1.08 -0.09
H 2.8861 -0.7144 -2.4855 0.29 0.19 -0.19
H 1.4795 -0.2424 -2.1845 0.01 0.86 0.56
O 1.4143 1.5886 -1.6267 -0.01 -0.12 -0.30
H 1.5838 1.9625 -0.7620 -0.10 0.12 0.64
H 1.4449 2.3374 -2.2222 0.09 0.14 -0.40
O -0.2633 -1.8346 2.5403 0.33 -0.69 0.63
H -0.8816 -2.4399 2.1310 -0.44 0.14 0.16
H -0.1239 -1.1530 1.8829 -0.07 0.44 -0.58
O 0.0608 -0.3836 0.1267 1.20 -1.67 0.14
H -0.8363 -0.1000 -0.0496 -1.13 0.52 -0.34
H 0.4634 0.3593 0.5765 0.54 0.67 0.14
O 0.9567 2.0359 1.1910 0.28 -0.13 -0.36
H 1.5832 2.4770 1.7648 0.31 0.03 0.20
H 0.0993 2.2760 1.5422 -0.78 0.15 0.43



46
Properties=species:S:1:pos:R:3:forces:R:3 method="wB97M-V/def2-TZVPD" mol_weight_da=260.31 spin_multiplicity=2 homo_lumo_gap_ev="2.1 / 9.2" largest_force_ev_per_a=5.42
C -2.5347 1.4808 1.5177 -0.43 -1.46 -1.72
C -1.3692 1.3443 0.5412 0.06 2.19 -0.59
C -1.6121 0.5872 -0.7506 -1.01 -0.73 0.07
C -0.6488 0.6186 -1.9447 0.18 -1.45 0.46
N 2.8216 1.3051 -2.3468 -0.05 0.17 -0.94
C 1.5384 0.9657 -2.5760 -0.01 -0.06 0.68
N 0.7498 0.8353 -1.5910 -0.97 0.42 -0.06
N -0.1718 0.8929 1.3182 -0.71 -0.78 -0.77
H -2.4462 2.3905 2.0528 0.28 0.33 1.36
H -2.6800 0.5208 1.9747 0.20 -0.13 1.38
H -3.4896 1.5550 1.0161 -0.16 0.33 -0.79
H -1.1453 2.3851 0.3409 0.41 0.20 -0.62
H -2.5699 0.8774 -1.1922 -0.12 0.58 0.42
H -1.8851 -0.4320 -0.4544 0.71 0.09 -0.23
H -1.0279 1.2233 -2.7590 0.11 0.88 0.08
H -0.7438 -0.3844 -2.3668 0.10 -0.28 -0.06
H 3.4783 1.1815 -3.0773 0.56 -0.06 -0.41
H 3.1361 1.2127 -1.4159 0.47 -0.09 1.13
H 1.2449 0.8372 -3.6158 -0.05 0.12 -0.16
H -0.3838 -0.0538 1.5868 0.00 -0.73 0.80
H 0.6833 0.7805 0.7476 0.02 0.77 -0.01
H -0.0458 1.5092 2.1476 0.59 -0.29 -0.13
H -0.2052 -3.0356 2.6237 -0.11 -0.52 1.10
H -0.8481 -2.4777 1.3565 0.46 -0.11 0.57
O 0.0289 -2.6451 1.7997 -0.21 0.80 -1.40
H 1.2929 -2.9591 0.6646 0.50 -0.56 -0.11
H 2.4481 -3.9710 0.3198 0.63 -0.90 0.66
O 1.9021 -3.3000 -0.0415 -1.13 1.35 -0.58
H -2.7449 -2.9411 -2.1603 1.65 0.14 2.14
H -1.2238 -3.1398 -1.6243 -0.24 0.19 -0.14
O -2.1459 -2.8919 -1.3315 -1.74 -0.26 -2.28
H 3.0239 1.9640 1.6000 -0.07 2.68 2.24
H 3.2012 0.3565 1.8702 -0.25 2.21 -0.70
O 3.0732 1.1324 1.2397 0.39 -5.08 -1.85
H 1.4888 3.0752 3.5872 0.34 0.86 0.67
H 1.3193 3.0286 1.9661 -0.15 -0.33 1.77
O 1.1680 2.5573 2.8667 -0.32 -0.15 -2.23
H -3.1735 -2.1791 1.5202 -0.79 -0.38 0.47
H -2.4986 -2.2137 0.1163 -0.19 -0.50 -0.68
O -2.4042 -1.9257 1.0358 0.66 0.75 0.46
H 1.0166 4.3516 0.0359 -0.52 1.11 -0.32
H 1.5539 3.0122 -0.5140 -0.13 0.21 0.51
O 1.4276 3.5426 0.3035 0.61 -1.40 -0.18
H 0.2603 -4.1672 -2.7817 0.39 1.21 1.31
H 0.8835 -3.4460 -1.4096 -0.19 -0.32 -0.88
O 0.2578 -3.3605 -2.1959 0.21 -1.01 -0.47



47
Properties=species:S:1:pos:R:3:forces:R:3 method="wB97M-V/def2-TZVPD" mol_weight_da=280.29 spin_multiplicity=1 homo_lumo_gap_ev=8.9 largest_force_ev_per_a=2.90 charge=-1
C -2.3770 -2.3137 0.7003 -0.06 -0.10 1.03
N -1.3760 -1.6388 -0.1221 -0.21 -0.11 -0.57
C -1.0780 -0.2382 0.2405 0.39 0.25 -0.51
C -0.1159 0.2966 -0.8351 0.40 1.26 0.17
C 1.3347 0.4769 -0.4090 0.99 -2.15 -0.84
O 2.1844 -0.0714 -1.5051 -0.20 -0.14 -0.73
C -2.3348 0.6374 0.3321 -1.04 -0.57 2.65
O -2.8385 0.7297 1.6904 -0.03 -0.33 0.11
H -1.9111 -3.0420 1.3728 0.14 0.01 -0.08
H -2.9067 -1.6241 1.3647 -0.08 0.06 -0.17
H -3.1219 -2.8691 0.1291 0.11 0.12 -0.28
H -1.7400 -1.5984 -1.0692 0.10 -0.02 0.00
H -0.5980 -0.2825 1.2206 0.04 0.28 0.02
H -0.1269 -0.3516 -1.7071 -0.08 -0.01 0.00
H -0.4133 1.2804 -1.1943 -0.59 -0.15 0.01
H 1.7613 1.4659 -0.3044 -0.66 0.30 0.46
H 1.5283 -0.1344 0.4565 0.21 0.26 0.27
H 2.8436 -0.7255 -1.2564 0.01 0.33 0.86
H -2.2990 1.6792 0.0189 0.43 -0.27 -0.92
H -3.1530 0.0366 -0.0725 0.01 0.61 -1.01
H 1.1833 -0.8279 4.3293 -0.08 0.02 0.00
H 1.2839 0.2307 2.9700 -0.09 -0.18 -0.20
O 0.6676 -0.5695 3.5595 -0.07 0.29 0.12
H 0.5056 -2.8345 -2.1708 0.11 -0.13 0.01
H 1.4506 -1.6489 -2.1648 -0.25 0.22 -0.40
O 1.0050 -2.2702 -2.7755 0.05 -0.19 0.44
H -0.9808 1.6773 -4.3864 -0.32 -0.01 0.06
H 0.1764 1.6368 -3.4663 0.01 -0.01 0.24
O -0.7884 1.7205 -3.4425 0.37 0.08 -0.58
H -2.1348 -2.0988 -3.3164 -0.23 0.01 -0.37
H -0.6634 -1.9095 -3.4874 0.12 -0.02 -0.69
O -1.4730 -2.0615 -4.0188 -0.01 0.06 0.80
H 1.5066 2.4170 2.4724 -0.28 0.08 -0.06
H 2.8167 0.7383 2.5790 0.14 0.21 -0.23
O 1.9615 0.9635 2.1950 0.41 0.04 1.03
H 2.4571 1.6073 -2.8402 0.24 0.20 0.01
H 2.6295 0.5108 -3.7695 0.07 0.03 -0.30
O 2.6674 1.4766 -3.7753 -0.35 -0.18 0.19
H 1.1148 -1.6545 2.3871 0.21 -0.44 0.02
H 0.7132 -2.7036 1.3291 0.00 0.03 -0.10
O 1.4853 -2.3741 1.8008 -0.16 0.12 -0.11
H -2.1765 1.0484 2.3454 0.14 0.20 -0.39
H -0.5814 0.8533 3.7669 -0.05 -0.04 0.03
O -1.0471 1.6891 3.5702 0.31 -0.16 -0.06
H -0.3186 2.2554 3.2112 -0.55 0.05 0.13
H 0.8265 3.6182 1.7250 -0.07 0.02 -0.01
O 0.9321 3.2533 2.6071 0.46 0.10 -0.05



47
Properties=species:S:1:pos:R:3:forces:R:3 method="wB97M-V/def2-TZVPD" mol_weight_da=265.30 smiles=CCNC[C@@H](C)O.O.O.O.O.O.O.O.O.O spin_multiplicity=1 homo_lumo_gap_ev=9.6 largest_force_ev_per_a=3.61
C -3.0501 0.3073 -0.5549 0.07 2.47 1.05
C -1.6806 0.0676 -1.2252 -0.56 1.30 0.64
N -0.9033 -0.7437 -0.3044 2.65 -0.65 -0.72
C 0.0968 0.1593 0.3368 0.74 -1.86 -0.53
C 1.1745 -0.7102 1.0223 -0.92 0.14 0.23
C 2.5933 -0.1898 1.0286 1.42 1.30 -1.52
O 0.7718 -0.7241 2.3740 -0.96 -1.87 1.41
H -3.0613 0.0782 0.5730 0.16 0.11 -1.84
H -3.2796 1.4129 -0.6328 0.21 -0.99 0.24
H -3.8884 -0.1182 -1.0510 -0.61 -0.96 -0.29
H -1.1819 1.0861 -1.3763 -0.61 -1.24 0.13
H -1.7525 -0.3378 -2.2284 -0.32 -0.44 -0.04
H -0.3118 -1.5141 -0.7629 -1.27 1.54 0.50
H -0.3410 0.6438 1.1710 -0.78 1.03 0.27
H 0.5149 0.8845 -0.3615 -0.12 -0.15 -0.12
H 1.0361 -1.7827 0.6904 0.76 1.23 -0.05
H 3.2649 -1.0207 1.1818 0.39 -0.11 0.23
H 2.8824 0.6400 1.7069 -0.99 -0.83 0.51
H 2.9461 0.3270 0.0919 -0.72 -1.11 0.23
H -0.1521 -1.1675 2.4373 1.43 0.88 0.06
O 1.7872 2.4654 -1.7759 2.26 0.32 -2.74
H 1.1040 2.9910 -2.1700 -0.99 0.12 0.73
H 1.6738 2.0620 -0.9555 -1.17 -0.42 1.89
O 0.5397 1.6523 3.0950 -0.32 1.29 1.32
H 0.4164 1.8042 4.0532 0.15 -0.31 -0.81
H 0.5195 0.6836 2.9236 0.29 -0.27 0.11
O 2.3013 -0.3997 -2.2258 0.31 0.88 0.39
H 2.3106 0.5233 -2.5966 0.18 -1.34 0.14
H 2.5561 -1.0817 -2.8637 -0.06 0.92 -0.24
O 0.2609 3.7929 1.4660 -0.97 1.71 1.76
H 0.1832 3.2112 2.2329 0.45 -0.51 0.01
H 0.8911 3.4377 0.8859 1.32 -0.83 -0.99
O -2.1176 -3.7362 -0.3231 0.76 -0.72 0.45
H -1.2617 -3.4146 -0.6229 0.38 -0.19 0.08
H -2.7069 -3.1042 -0.6882 -1.07 0.88 -0.44
O 0.9096 -2.9024 -1.3193 -0.03 -0.02 -3.05
H 1.6967 -2.4629 -1.0026 0.43 0.17 0.27
H 0.9374 -2.6675 -2.3456 -0.43 -0.58 2.83
O -1.3957 3.4033 -0.3038 0.01 2.39 2.13
H -1.1651 4.1977 0.3748 -0.56 -2.38 -2.65
H -1.3214 2.7464 0.4051 -0.11 -0.30 -0.53
O 0.3149 -1.3215 -3.4109 1.42 -1.10 -1.29
H 0.2565 -0.7742 -2.6384 -0.63 0.57 0.33
H -0.4625 -1.5352 -3.9020 -1.10 0.31 0.13
O -1.7080 -1.3846 2.6318 -0.28 -0.13 -0.74
H -1.8086 -2.1175 3.2443 -0.24 -0.28 -0.18
H -1.8795 -1.6946 1.7092 0.02 0.05 0.69



Copy entry 1 word for word.
13
Properties=species:S:1:pos:R:3:forces:R:3 method="wB97M-V/def2-TZVPD" mol_weight_da=190.20 smiles="O=C1OS(=O)(=O)c2cscc21" spin_multiplicity=1 homo_lumo_gap_ev=10.1 largest_force_ev_per_a=1.46
O 1.0300 -0.7002 2.6082 -0.37 -0.14 -0.22
C 0.3796 -0.6124 1.6116 1.24 0.65 0.40
O -0.7689 -1.3101 1.4173 -0.95 -0.48 -0.34
S -1.5373 -1.0606 -0.0270 0.00 0.33 -0.59
O -1.5012 -2.2692 -0.7707 0.27 -0.12 0.15
O -2.7849 -0.4338 0.2293 0.10 0.13 0.29
C -0.3181 0.0992 -0.5906 0.07 -0.32 0.67
C -0.0677 0.8650 -1.6750 0.16 0.19 -0.14
S 1.3911 1.7635 -1.4508 -0.44 -0.50 0.35
C 1.6510 1.0967 0.1067 -0.31 -0.13 -0.15
C 0.6528 0.2223 0.4302 0.19 0.33 -0.36
H -0.6316 0.9636 -2.5799 -0.14 0.02 -0.21
H 2.5051 1.3761 0.6906 0.17 0.04 0.15



What did the first record say?
13
Properties=species:S:1:pos:R:3:forces:R:3 method="wB97M-V/def2-TZVPD" mol_weight_da=190.20 smiles="O=C1OS(=O)(=O)c2cscc21" spin_multiplicity=1 homo_lumo_gap_ev=10.1 largest_force_ev_per_a=1.46
O 1.0300 -0.7002 2.6082 -0.37 -0.14 -0.22
C 0.3796 -0.6124 1.6116 1.24 0.65 0.40
O -0.7689 -1.3101 1.4173 -0.95 -0.48 -0.34
S -1.5373 -1.0606 -0.0270 0.00 0.33 -0.59
O -1.5012 -2.2692 -0.7707 0.27 -0.12 0.15
O -2.7849 -0.4338 0.2293 0.10 0.13 0.29
C -0.3181 0.0992 -0.5906 0.07 -0.32 0.67
C -0.0677 0.8650 -1.6750 0.16 0.19 -0.14
S 1.3911 1.7635 -1.4508 -0.44 -0.50 0.35
C 1.6510 1.0967 0.1067 -0.31 -0.13 -0.15
C 0.6528 0.2223 0.4302 0.19 0.33 -0.36
H -0.6316 0.9636 -2.5799 -0.14 0.02 -0.21
H 2.5051 1.3761 0.6906 0.17 0.04 0.15